No. 1
A molecular structure, C8H27AsF6O5, computed with wB97M-V/def2-TZVPD.

```
47
Properties=species:S:1:pos:R:3:forces:R:3
O -0.5977 0.2557 -0.1908 -0.429 0.397 0.251
H -0.8121 0.2778 -1.1263 0.184 0.292 -1.400
H -1.2983 -0.2828 0.1845 -0.945 -0.611 0.880
H 0.2237 -0.2229 -0.0573 1.384 -0.467 0.040
As 0.7036 -3.5794 -5.1106 0.891 -0.741 -0.076
F -0.7994 -3.4172 -6.0533 1.268 0.513 0.986
F 1.1223 -4.9893 -6.2195 -0.186 1.915 1.559
F 2.2630 -3.7494 -4.1645 -1.925 -0.113 -0.983
F 0.2762 -2.2020 -3.8994 0.216 -1.475 -1.610
F -0.1580 -4.7318 -4.0503 0.891 1.094 -0.560
F 1.5958 -2.4318 -6.1626 -1.228 -0.978 1.007
C 1.1740 3.6974 -2.8616 -0.290 -0.854 0.490
C 1.8607 4.4649 -1.7373 0.561 0.592 -0.413
O 1.8674 3.8048 -0.4798 -0.500 -0.750 0.119
H 0.1182 3.4784 -2.7020 -0.205 0.439 0.359
H 1.6036 2.6986 -2.9382 0.392 0.019 -0.095
H 1.2271 4.1491 -3.8521 0.309 0.308 0.251
H 1.4562 5.4631 -1.5696 -0.306 0.113 -0.379
H 2.9123 4.5951 -1.9927 0.059 0.153 -0.489
H 2.5840 4.2048 0.0182 -0.065 -0.107 0.154
C -4.1365 -5.0345 0.6648 -0.945 -1.633 0.601
C -3.7325 -3.7259 1.2961 -1.176 -0.426 0.202
O -2.7206 -3.2349 0.4958 1.655 1.756 -0.651
H -4.9534 -5.5821 1.1347 -0.254 0.366 0.552
H -3.3410 -5.7768 0.7307 0.424 0.204 -0.128
H -4.4663 -5.0165 -0.3740 0.385 0.732 -0.069
H -3.4117 -3.7558 2.3374 0.101 -0.695 0.192
H -4.5375 -2.9924 1.3415 -0.142 0.018 -0.517
H -1.9583 -3.8081 0.6059 0.085 -0.125 -0.207
C 4.8274 -1.8026 2.3562 0.065 0.350 1.119
C 4.2671 -0.9394 1.2586 0.301 -0.742 -1.016
O 3.1418 -1.5834 0.6185 -0.207 0.822 0.577
H 4.2081 -1.6319 3.2367 -0.053 -0.348 0.164
H 5.8306 -1.4959 2.6522 0.090 0.120 -0.163
H 4.8728 -2.8772 2.1793 -0.136 0.071 -0.413
H 5.0058 -0.7531 0.4791 0.194 0.058 -0.020
H 3.9913 0.0357 1.6603 -0.443 -0.137 -0.129
H 3.4229 -2.4796 0.4199 -0.036 -0.091 -0.163
C -2.4241 5.4746 3.1703 -0.983 0.046 -1.972
C -2.6951 4.1877 3.9086 2.000 0.358 1.243
O -3.1095 3.0511 3.1455 -0.158 1.003 -0.109
H -2.0836 6.3043 3.7899 -0.185 -0.329 0.329
H -3.2952 5.7876 2.5946 -0.340 0.313 0.271
H -1.6907 5.3651 2.3714 0.372 -0.343 0.182
H -3.2344 4.4186 4.8272 -0.991 -0.375 -0.308
H -1.6991 4.0224 4.3194 0.306 -0.838 0.199
H -3.4007 2.3600 3.7449 -0.004 0.123 0.146
```
Forces are in eV/Å.

## Properties
LUMO in eV: -2.12
ΔE to the lowest compared entry with this formula, charge and spin in kJ/mol: 552.0
Highest occupied orbital energy in eV: -10.91



No. 2
A molecular structure, C42H58HfIN3O2P2S, computed with wB97M-V/def2-TZVPD.

```
110
Properties=species:S:1:pos:R:3:forces:R:3
Hf -0.1330 -0.0510 -0.0504 0.533 -0.481 2.210
C -3.5121 2.6396 -1.6663 0.007 -0.087 0.042
C -3.8843 1.2755 -1.1702 0.257 0.057 0.024
N -5.0716 0.8069 -1.4894 -0.079 0.047 -0.068
C -5.4743 -0.3847 -1.0395 0.098 -0.041 0.006
C -4.7299 -1.1612 -0.1807 0.057 -0.148 -0.030
C -5.2895 -2.4819 0.3008 -0.021 0.150 0.104
O -4.4440 -3.5923 0.0444 0.053 0.090 -0.114
C -3.4433 -0.6919 0.1760 -0.072 0.513 -0.204
C -2.7265 -1.3393 1.2496 0.244 -0.077 0.233
N -1.4496 -1.3541 1.4873 -0.148 0.202 -0.423
C -1.0096 -2.1058 2.6239 0.225 -0.315 0.336
C -1.7618 -3.1577 3.1640 -0.069 0.060 -0.181
C -1.3420 -3.8659 4.2739 0.026 -0.013 0.058
C -0.1390 -3.5555 4.8890 0.028 0.018 0.000
C 0.6533 -2.5578 4.3497 0.075 0.067 -0.037
C 0.2259 -1.8650 3.2287 0.180 0.371 -0.356
I 1.5870 -0.4771 2.3868 -0.597 -0.050 0.424
C -2.9880 0.5205 -0.3748 -0.975 -0.355 0.174
O -1.7736 0.9868 -0.0869 -1.089 0.490 -0.496
H -4.1840 2.9163 -2.4739 -0.002 0.018 -0.013
H -2.4803 2.6732 -2.0102 -0.030 0.017 -0.024
H -3.6252 3.3716 -0.8625 0.028 0.001 -0.009
H -6.4518 -0.7131 -1.3747 0.022 -0.022 0.013
H -6.2050 -2.6789 -0.2529 -0.052 0.007 0.081
H -5.5612 -2.4119 1.3619 0.022 -0.094 -0.024
H -3.7337 -3.6400 0.6892 -0.047 -0.059 0.056
H -3.3867 -1.8258 1.9659 0.053 -0.085 -0.009
H -2.6913 -3.4652 2.7038 -0.001 0.014 0.001
H -1.9592 -4.6681 4.6542 0.002 -0.001 -0.005
H 0.1956 -4.0941 5.7647 -0.023 -0.014 -0.008
H 1.6098 -2.3142 4.7930 -0.009 -0.055 0.032
C -1.5262 -4.0322 -0.9810 -0.051 -0.041 -0.093
C -1.6398 -3.1867 -2.2571 0.189 0.039 0.502
C -1.3416 -4.0892 -3.4526 -0.021 0.061 -0.074
P -0.6996 -1.5734 -2.1413 -0.026 -0.059 -1.353
C -1.6075 -0.4292 -3.3212 0.130 -0.034 0.127
C -0.8416 0.8943 -3.4363 -0.040 -0.144 -0.024
C -1.8789 -1.0117 -4.7050 -0.047 -0.001 0.050
C 0.9788 -1.5375 -2.8485 -0.036 0.030 0.187
C 1.2819 -2.2012 -4.0405 0.028 -0.030 0.011
C 2.4467 -1.9658 -4.7526 -0.025 0.029 -0.002
C 2.7540 -2.7108 -6.0204 0.063 0.015 0.044
C 3.2992 -0.9805 -4.2600 -0.012 -0.074 -0.062
C 3.0295 -0.3185 -3.0801 -0.059 0.133 0.221
C 1.8938 -0.6033 -2.3095 0.173 -0.197 -0.562
N 1.6328 0.0591 -1.0906 0.361 -0.186 -0.701
C 2.6993 0.6728 -0.3784 0.320 0.356 0.199
C 3.9708 0.0990 -0.2839 -0.093 -0.133 -0.068
C 4.9816 0.7023 0.4415 -0.040 0.021 0.030
C 4.7753 1.8995 1.1233 -0.016 0.037 0.033
C 5.8732 2.5645 1.9042 -0.023 -0.031 0.044
C 3.5023 2.4526 1.0753 0.089 -0.084 0.045
C 2.4643 1.8580 0.3580 -0.177 0.027 -0.132
P 0.7546 2.5007 0.2669 0.789 0.439 0.349
C 0.8599 3.8252 -1.0488 -0.237 -0.250 -0.047
C 2.1021 4.7091 -0.9743 -0.001 -0.089 0.003
C -0.4186 4.6680 -1.0720 0.007 -0.075 -0.035
C 0.1604 3.3858 1.8116 -0.059 -0.249 -0.117
C 1.1418 4.2725 2.5738 -0.048 0.067 -0.098
C -0.5784 2.4720 2.7994 0.008 0.107 -0.069
H -2.3699 -4.7210 -0.9312 -0.012 0.024 -0.051
H -1.5103 -3.4272 -0.0738 -0.030 -0.024 0.018
H -0.6102 -4.6177 -1.0032 0.024 0.009 0.035
H -2.6695 -2.8189 -2.3326 -0.008 0.071 0.021
H -0.3474 -4.5267 -3.3638 0.001 0.001 -0.020
H -1.4339 -3.5880 -4.4130 0.023 -0.061 0.024
H -2.0616 -4.9090 -3.4400 -0.004 -0.004 0.017
H -2.5741 -0.2431 -2.8433 0.014 -0.007 0.060
H 0.0943 0.7568 -3.9789 0.032 -0.019 0.033
H -0.6092 1.3315 -2.4589 0.029 0.086 -0.029
H -1.4386 1.6200 -3.9897 -0.041 0.008 0.042
H -0.9676 -1.3713 -5.1825 0.014 0.027 -0.020
H -2.2914 -0.2259 -5.3401 -0.033 -0.021 -0.003
H -2.6075 -1.8200 -4.6636 0.009 0.013 -0.061
H 0.5857 -2.9241 -4.4374 0.000 0.044 -0.009
H 1.8688 -3.2109 -6.4100 0.007 -0.007 -0.018
H 3.5205 -3.4686 -5.8473 -0.013 -0.006 -0.016
H 3.1339 -2.0342 -6.7856 -0.015 -0.017 -0.018
H 4.1905 -0.7203 -4.8189 0.002 0.016 0.020
H 3.7080 0.4541 -2.7473 0.033 -0.005 -0.010
H 4.1695 -0.8352 -0.7917 0.010 0.013 -0.011
H 5.9562 0.2308 0.4809 -0.003 -0.004 -0.020
H 6.8490 2.1697 1.6283 0.007 0.024 -0.005
H 5.7379 2.3996 2.9752 0.020 0.005 -0.007
H 5.8752 3.6415 1.7382 0.025 -0.003 -0.010
H 3.3226 3.3776 1.6055 0.005 -0.010 -0.046
H 0.9183 3.2446 -1.9764 -0.027 -0.036 0.017
H 2.1092 5.3222 -0.0740 0.013 0.010 -0.009
H 2.0943 5.3868 -1.8292 0.000 0.010 -0.002
H 3.0228 4.1308 -1.0151 0.027 0.016 -0.002
H -0.3773 5.4568 -0.3196 -0.017 -0.011 0.012
H -1.3130 4.0697 -0.8953 0.007 0.057 -0.014
H -0.5249 5.1512 -2.0433 0.015 0.020 0.004
H -0.6010 4.0310 1.3621 0.029 -0.009 -0.035
H 1.8835 3.6764 3.1049 -0.012 0.010 0.015
H 0.5829 4.8411 3.3190 0.022 -0.004 0.016
H 1.6490 4.9894 1.9315 0.050 0.000 0.040
H 0.1142 1.9913 3.4854 0.058 -0.107 0.000
H -1.1799 1.7136 2.2967 -0.046 -0.040 0.039
H -1.2569 3.0734 3.4072 0.013 0.023 -0.029
C 1.3320 -4.5623 1.2029 0.067 0.216 -0.124
S 1.5069 -3.1558 0.0737 -0.037 -0.215 -0.115
C 3.0736 -3.5953 -0.7141 -0.091 0.128 0.071
H 2.1036 -4.5199 1.9694 -0.022 -0.059 0.028
H 1.4177 -5.4876 0.6360 -0.030 -0.036 0.040
H 0.3494 -4.5091 1.6687 0.003 0.000 0.005
H 3.0006 -4.6053 -1.1123 0.019 0.006 -0.034
H 3.8887 -3.5332 0.0048 0.025 -0.002 -0.028
H 3.2409 -2.8950 -1.5313 -0.004 -0.032 -0.013
```
Forces are in eV/Å.

## Properties
LUMO in eV: -6.28
Net charge: +2
Highest occupied orbital energy in eV: -12.45



No. 3
A molecular structure, C8H22ClErPrSi, computed with wB97M-V/def2-TZVPD.

```
34
Properties=species:S:1:pos:R:3:forces:R:3
Er 0.5697 0.1857 -2.8357 -0.116 0.368 -1.181
Cl 1.3368 -1.5951 -1.3706 0.390 -0.867 1.310
C 2.5897 1.3485 -3.0574 -0.373 -0.185 -0.389
C -0.6090 -1.1576 -4.2838 0.226 0.400 -0.286
H 2.4114 1.6643 -4.1138 0.755 0.128 0.675
H 2.5224 2.1424 -2.2918 0.535 -0.205 -0.540
H 3.3034 0.5163 -2.8983 0.031 0.878 -0.194
H -0.4290 -0.5248 -5.1835 -0.487 -0.935 0.080
H -1.6145 -1.1084 -3.8263 0.376 -0.336 -0.626
H -0.0151 -2.0845 -4.1593 -0.691 0.316 -0.534
Pr 0.1610 0.3115 0.5451 -0.270 0.938 -0.779
C -1.6580 -0.9979 1.1257 -0.441 0.318 0.975
C -0.8152 1.2785 -1.5198 0.008 0.754 0.788
H -2.5941 -0.5500 0.7554 0.140 -0.242 0.224
H -1.5929 -2.0608 0.9179 -0.166 -0.199 0.145
H -1.5256 -0.7982 2.2400 -0.473 -0.443 -0.971
H -1.8500 1.2063 -1.9023 0.242 0.301 0.200
H -0.4380 2.3352 -1.3515 -0.554 -0.465 -0.071
C 2.8484 -0.6407 4.5984 -0.193 0.610 0.559
Si 1.3361 -0.1377 3.6240 0.866 -1.514 -0.925
C -0.1803 -0.6176 4.6209 0.056 0.163 0.057
C 1.3043 1.7368 3.3558 0.070 -0.027 0.204
C 1.5516 -1.0000 2.0162 0.070 -0.454 0.051
H 2.8200 -0.1642 5.5763 0.413 -0.055 0.401
H 3.7456 -0.3418 4.0539 0.016 -0.033 0.089
H 2.8435 -1.7275 4.7084 -0.005 0.106 -0.002
H -0.0641 -0.1853 5.6209 -0.139 -0.054 0.005
H -1.1232 -0.2672 4.1927 0.095 -0.046 0.125
H -0.2280 -1.7049 4.7213 -0.039 0.058 -0.022
H 2.2143 2.0750 2.8473 -0.164 0.018 -0.023
H 0.4157 2.1019 2.8174 0.140 0.081 0.121
H 1.2906 2.1990 4.3495 -0.085 0.152 -0.173
H 1.3353 -2.0820 1.9547 0.029 0.433 0.235
H 2.5193 -0.8222 1.4919 -0.263 0.039 0.473
```
Forces are in eV/Å.

## Properties
LUMO (spin up / spin down) in eV: 2.24 / 2.24
ΔE to the lowest compared entry with this formula, charge and spin in kJ/mol: 0.0
Net charge: -1
2S+1: 6
Highest occupied orbital energy (spin up / spin down) in eV: -3.34 / -3.28